Molecular formula: C5H10N3
Method: DFT, the ωB97M-V functional and the def2-TZVPD basis

Each atom is followed by the atoms it is bonded to, with distances in Å.
Cartesian coordinates (Å):
1 N -0.04743 1.18422 -1.55540  C4 1.396, C7 1.303, H18 1.032
2 N -1.21369 -0.25765 1.42838  C5 1.406, C8 1.285
3 N 0.71556 -1.40269 -0.34967  C6 1.219, H13 1.024
4 C 0.58612 2.11265 -0.72743  N1 1.396, H12 1.084, H14 1.026, H17 1.165
5 C -0.30508 -1.27899 1.75669  N2 1.406, C6 1.526, H10 1.100, H11 1.089
6 C 0.72375 -1.84829 0.78446  N3 1.219, C5 1.526, H15 1.124
7 C -0.64863 0.14015 -1.05869  N1 1.303, C8 1.518, H9 1.092
8 C -1.38998 0.25038 0.26185  N2 1.285, C7 1.518, H16 1.157
9 H -1.20893 -0.52974 -1.71391  C7 1.092
10 H -0.85787 -2.18052 2.05922  C5 1.100
11 H 0.26516 -0.96071 2.62842  C5 1.089
12 H 1.66986 2.15168 -0.73385  C4 1.084
13 H 1.38422 -1.89768 -0.94638  N3 1.024
14 H 0.33625 3.07233 -0.98911  C4 1.026
15 H 1.37575 -2.73304 1.02093  C6 1.124
16 H -2.18143 1.09351 0.21278  C8 1.157
17 H 0.44945 2.00902 0.42460  C4 1.165
18 H 0.34692 1.07537 -2.50289  N1 1.032

Multiplicity: 1
SMILES string: [H]/N=C/C/N=C\C=[NH+]/C
HOMO-LUMO gap (eV): 10.1
E_LUMO (hartree): -0.1397
Charge: +1
E (eV): -9808.3299

Atomic partial charges in e from the natural (NBO) method, atoms 1 to 6: N -0.486; N -0.317; N -0.604; C -0.462; C -0.335; C 0.196